{
  "formula": "C32H57AuN4O2P2S4",
  "method": "ωB97M-V with the def2-TZVPD basis set",
  "symbols": ["Au", "C", "C", "O", "P", "S", "S", "O", "C", "C", "H", "H", "H", "H", "H", "H", "H", "H", "H", "H", "N", "C", "S", "C", "C", "C", "N", "C", "C", "H", "H", "H", "H", "H", "H", "C", "C", "C", "C", "C", "C", "P", "C", "C", "C", "C", "C", "C", "C", "C", "C", "C", "C", "C", "H", "H", "H", "H", "H", "H", "H", "H", "H", "H", "H", "H", "H", "H", "H", "H", "H", "H", "H", "H", "H", "H", "H", "H", "H", "H", "H", "H", "H", "H", "H", "H", "H", "C", "N", "C", "C", "N", "C", "S", "H", "H", "H", "H", "H", "H", "H", "H"],
  "xyz": [[-0.822, 0.321, 0.357], [-3.718, -4.593, -1.622], [-4.579, -3.503, -1.003], [-4.439, -2.287, -1.752], [-3.840, -0.956, -1.117], [-2.065, -1.532, -0.316], [-5.140, -0.022, 0.063], [-3.510, -0.110, -2.419], [-4.538, 0.039, -3.421], [-4.160, 1.185, -4.336], [-3.924, -5.540, -1.132], [-2.661, -4.361, -1.511], [-3.947, -4.685, -2.681], [-4.294, -3.327, 0.039], [-5.642, -3.767, -1.038], [-5.499, 0.225, -2.928], [-4.601, -0.901, -3.967], [-4.175, 2.130, -3.798], [-4.873, 1.234, -5.152], [-3.164, 1.024, -4.739], [3.531, 4.247, 4.358], [2.774, 4.592, 3.281], [2.812, 6.233, 2.804], [2.005, 3.652, 2.576], [1.280, 4.016, 1.403], [0.519, 3.101, 0.746], [0.392, 1.817, 1.152], [1.063, 1.452, 2.267], [1.858, 2.291, 2.979], [3.914, 4.991, 4.917], [3.355, 3.373, 4.821], [1.346, 5.032, 1.050], [-0.024, 3.369, -0.144], [0.920, 0.428, 2.577], [2.353, 1.909, 3.858], [5.695, 0.411, 0.139], [4.896, 0.181, 1.417], [3.653, -0.675, 1.131], [3.117, -0.429, -0.287], [3.375, 1.029, -0.665], [4.882, 1.238, -0.866], [1.308, -0.900, -0.432], [0.911, -1.178, -2.235], [0.385, 0.107, -2.895], [0.278, -0.085, -4.408], [1.659, -0.321, -5.044], [2.676, -0.812, -4.012], [2.021, -1.827, -3.081], [1.041, -2.579, 0.327], [0.727, -2.524, 1.824], [0.037, -3.834, 2.232], [0.637, -5.038, 1.495], [2.078, -4.742, 1.095], [2.118, -3.635, 0.032], [5.958, -0.557, -0.290], [6.629, 0.923, 0.367], [4.604, 1.143, 1.840], [5.519, -0.330, 2.153], [2.879, -0.432, 1.859], [3.908, -1.728, 1.253], [3.639, -1.067, -1.012], [3.012, 1.674, 0.137], [2.839, 1.308, -1.573], [5.105, 2.299, -0.747], [5.168, 0.955, -1.881], [0.071, -1.880, -2.166], [1.036, 0.957, -2.680], [-0.605, 0.338, -2.490], [-0.189, 0.798, -4.845], [-0.379, -0.936, -4.606], [2.029, 0.596, -5.504], [1.564, -1.061, -5.838], [3.044, 0.031, -3.430], [3.533, -1.263, -4.517], [2.773, -2.307, -2.452], [1.560, -2.605, -3.694], [0.104, -2.881, -0.156], [0.051, -1.690, 2.035], [1.636, -2.379, 2.407], [-1.029, -3.758, 2.013], [0.148, -3.961, 3.308], [0.061, -5.261, 0.596], [0.597, -5.920, 2.132], [2.555, -5.638, 0.699], [2.634, -4.440, 1.983], [1.932, -4.073, -0.949], [3.117, -3.199, 0.013], [-2.731, 4.547, 3.156], [-3.830, 3.643, 3.004], [-5.203, 4.104, 3.109], [-6.021, 2.837, 2.795], [-4.998, 1.806, 2.752], [-3.771, 2.331, 2.787], [-2.336, 1.451, 2.681], [-2.673, 4.917, 4.182], [-2.869, 5.396, 2.486], [-1.809, 4.024, 2.905], [-5.381, 4.913, 2.395], [-5.396, 4.493, 4.114], [-6.540, 2.902, 1.835], [-6.756, 2.607, 3.570], [-5.187, 0.907, 2.329]],
  "forces_ev_per_angstrom": [[-0.127, -0.184, 0.004], [-0.211, 0.368, 0.074], [-0.121, -0.370, 0.207], [0.411, 0.109, -0.192], [-1.485, 1.014, 0.803], [0.258, -0.164, -0.016], [0.766, -0.639, -0.770], [0.356, -0.145, 0.036], [-0.268, 0.180, -0.256], [0.007, -0.225, 0.377], [-0.019, -0.144, 0.052], [0.084, 0.038, 0.005], [-0.011, -0.072, -0.098], [-0.130, -0.026, -0.062], [0.210, 0.055, 0.050], [0.128, -0.020, -0.014], [-0.030, 0.005, -0.015], [0.008, 0.064, 0.028], [-0.082, 0.047, -0.161], [0.107, 0.006, -0.120], [0.067, 0.255, -0.033], [-0.080, -0.702, 0.117], [0.060, 0.562, -0.177], [-0.375, -0.268, -0.290], [0.410, 0.082, 0.566], [-0.271, -0.414, -0.184], [0.510, 0.540, 0.386], [-0.281, -0.014, -0.271], [0.351, 0.573, 0.190], [0.055, -0.181, 0.134], [0.007, 0.042, 0.093], [-0.122, 0.092, -0.266], [-0.110, 0.065, -0.133], [0.020, -0.089, 0.122], [0.010, -0.125, 0.043], [0.033, 0.135, 0.105], [0.132, -0.210, -0.110], [0.106, -0.016, 0.034], [-0.669, 0.043, 0.029], [0.006, -0.001, -0.286], [-0.068, -0.047, 0.071], [-0.116, -0.733, -0.588], [-0.028, 0.175, 0.379], [-0.277, -0.097, -0.073], [0.072, 0.149, 0.122], [0.046, 0.071, 0.059], [-0.074, -0.234, -0.160], [0.205, 0.014, 0.058], [0.079, 0.474, -0.069], [-0.247, 0.024, -0.027], [0.053, 0.094, 0.016], [0.158, 0.002, 0.108], [-0.131, -0.164, -0.162], [0.012, -0.073, 0.096], [0.049, -0.038, -0.022], [0.072, -0.069, -0.026], [-0.010, 0.098, 0.082], [-0.047, 0.098, 0.094], [0.006, -0.116, 0.082], [-0.079, -0.018, 0.067], [-0.077, -0.013, 0.083], [-0.080, 0.034, 0.014], [-0.026, 0.065, 0.037], [0.044, 0.046, -0.054], [-0.044, 0.068, -0.041], [0.028, 0.144, 0.029], [-0.004, 0.045, 0.012], [0.078, 0.032, 0.029], [-0.085, -0.086, -0.053], [-0.052, 0.035, 0.016], [-0.017, 0.006, -0.046], [0.056, -0.026, -0.097], [0.174, 0.105, 0.078], [0.004, 0.073, 0.067], [-0.062, -0.132, -0.084], [0.095, -0.111, 0.032], [0.148, 0.009, -0.032], [0.074, -0.007, 0.101], [0.073, 0.078, 0.004], [-0.044, 0.020, 0.070], [-0.084, -0.031, 0.062], [-0.075, -0.069, -0.073], [-0.061, -0.076, -0.041], [0.099, -0.008, 0.033], [0.132, 0.001, 0.034], [0.037, 0.012, -0.084], [0.045, 0.033, -0.108], [0.231, 0.099, 0.020], [-0.443, 0.102, -0.142], [-0.207, 0.183, 0.056], [-0.317, 0.024, 0.040], [-0.240, 0.227, 0.075], [0.433, -0.649, -0.042], [0.358, -0.271, -0.138], [0.036, 0.021, 0.034], [0.040, 0.053, -0.021], [-0.060, 0.042, 0.043], [-0.050, -0.046, 0.046], [-0.026, -0.055, -0.044], [0.045, 0.056, 0.045], [0.058, 0.129, -0.095], [0.386, -0.034, 0.021]],
  "homo_lumo_gap_ha": [0.28412, 0.16420],
  "e_lumo_ev": [-1.7, -5.6],
  "de_lowest_kj_mol": 135.0,
  "total_charge": 1,
  "spin_multiplicity": 4,
  "energy_ha": -4034.05542,
  "homo_energy_ev": [-9.5, -10.0]
}